1.
17
Properties=species:S:1:pos:R:3:mulliken_charge:R:1 method="wB97M-V/def2-TZVPD" lumo_energy_ev=-0.154 e_homo_ha=-0.33024 homo_lumo_gap_ev=8.83 mol_weight_g_mol=128.131 max_force_ev_per_a=3.88 e_above_lowest_kj_mol=445.3 energy_ev=-12386.320 total_charge=0
C -0.63698 -1.19498 -1.37183 -0.83
C -0.05371 1.22899 -0.14741 0.38
C 0.99614 0.64702 1.05441 0.54
N 1.98347 -0.12454 0.55915 -0.32
C -1.34671 -0.35293 0.79653 -0.40
C -1.10720 -1.40571 -0.03087 0.00
O -1.36363 0.92805 0.29033 -0.34
N 0.25883 2.37822 -0.59088 -0.63
O 0.94707 1.07345 2.17940 -0.57
H 2.74009 -0.39531 1.16858 0.25
H 2.07238 -0.28811 -0.42910 0.23
H -0.54474 2.98042 -0.75663 0.28
H -1.53305 -0.43705 1.85805 0.42
H -0.98518 -2.38315 0.41401 0.34
H 0.00129 0.12049 -1.14947 0.06
H -0.04198 -1.99235 -1.80154 0.29
H -1.38611 -0.78252 -2.04272 0.30

---

2.
99
Properties=species:S:1:pos:R:3:mulliken_spin:R:1 method="wB97M-V/def2-TZVPD" multiplicity=2 lumo_energy_ev="-7.375 / -9.178" e_homo_ha="-0.55710 / -0.56014" homo_lumo_gap_ev="7.78 / 6.06" mol_weight_g_mol=960.125 s_squared=0.7646 max_force_ev_per_a=0.64 e_above_lowest_kj_mol=0.0 energy_ev=-77777.279 total_charge=+3
Hf -0.61436 -1.60701 0.43016 -0.01
C 2.59543 -1.62585 -2.65719 0.00
C 1.28144 -1.71481 -2.23448 0.00
N 1.22085 -1.75258 -0.89957 0.00
N 2.49407 -1.68790 -0.44771 0.00
C 3.33495 -1.60603 -1.48611 0.00
B 2.81326 -1.66091 1.07990 0.00
N 2.03775 -2.83403 1.77243 0.00
C 2.53009 -3.75807 2.59988 0.00
C 1.50016 -4.58160 3.02604 0.00
C 0.37801 -4.07174 2.40989 0.00
N 0.68896 -2.99927 1.65180 0.00
N 2.21636 -0.34696 1.63801 0.00
C 2.79883 0.74975 2.13482 0.00
C 1.82631 1.71634 2.31926 0.01
C 0.65545 1.10959 1.89947 0.04
N 0.87209 -0.14516 1.49165 0.01
N 4.28402 -1.84615 1.27076 0.00
C 5.00746 -2.92784 0.85276 0.00
C 6.31349 -2.70788 1.18071 0.00
C 6.30564 -1.43994 1.80716 0.00
N 5.09448 -0.92170 1.86076 0.00
H 2.96483 -1.59588 -3.66727 0.00
H 0.37878 -1.76606 -2.82459 0.00
H 4.40056 -1.55021 -1.32937 0.00
H 3.58048 -3.77475 2.84355 0.00
H 1.56632 -5.42183 3.69556 0.00
H -0.63688 -4.41519 2.48236 0.00
H 3.86090 0.74668 2.32135 0.00
H 1.95363 2.70702 2.72208 0.00
H -0.33055 1.53271 1.87940 -0.04
H 4.54000 -3.76399 0.35380 0.00
H 7.15484 -3.35666 1.00300 0.00
H 7.13867 -0.89162 2.22151 0.00
O -2.30946 -1.00041 -0.97756 0.01
C -1.73870 0.08333 -1.29671 0.01
O -0.60866 0.30409 -0.75445 0.06
C -2.30710 1.07318 -2.23465 -0.06
C -3.43157 0.72900 -2.96639 0.00
C -3.97402 1.62381 -3.88321 0.01
C -3.39395 2.86910 -4.05527 0.00
C -2.27782 3.23225 -3.30559 0.03
C -1.71885 2.33892 -2.39784 0.11
P -0.28688 2.87934 -1.45432 0.36
C -0.49757 4.55462 -0.98754 0.08
C 0.61076 5.41796 -0.90384 0.07
C 0.43275 6.71298 -0.45856 -0.03
C -0.83198 7.15084 -0.07594 0.10
C -1.93114 6.29693 -0.13662 -0.04
C -1.77119 4.99815 -0.57495 0.08
C 1.25997 2.57411 -2.25505 0.08
C 1.32127 2.34508 -3.63117 0.04
C 2.56016 2.22698 -4.24176 -0.01
C 3.72181 2.31541 -3.48480 0.03
C 3.65815 2.49978 -2.10793 -0.01
C 2.42750 2.62392 -1.48550 0.04
H -3.88131 -0.24317 -2.81330 0.00
H -4.84919 1.35044 -4.45757 0.00
H -3.80964 3.56996 -4.76777 0.00
H -1.84455 4.21600 -3.43494 0.00
H 1.58969 5.09063 -1.22753 0.01
H 1.27540 7.39021 -0.42204 0.00
H -0.96352 8.16862 0.26839 0.00
H -2.90985 6.65359 0.15411 0.00
H -2.62783 4.33858 -0.62534 0.00
H 0.41865 2.30389 -4.22999 0.00
H 2.61862 2.08691 -5.31349 0.00
H 4.68574 2.23855 -3.97200 0.00
H 4.56639 2.55931 -1.52183 0.00
H 2.37407 2.76751 -0.41120 0.00
C -3.14878 1.82671 3.21397 0.00
N -3.54306 0.42779 3.35539 0.00
C -4.74475 0.18224 4.16582 0.00
C -2.87059 -0.53449 2.71394 0.00
N -2.00876 -0.33398 1.75501 0.00
N -3.11734 -1.82141 3.16369 0.00
C -2.96262 -2.96901 2.42572 0.00
N -3.61377 -4.03921 2.90376 0.00
N -2.21347 -2.99826 1.36559 0.00
H -3.42748 2.35488 4.12229 0.00
H -3.64708 2.30248 2.36637 0.00
H -2.06957 1.90872 3.11280 0.00
H -4.50356 0.12057 5.22782 0.00
H -5.26257 -0.71661 3.84121 0.00
H -5.43335 1.01010 4.01521 0.00
H -2.04919 0.62581 1.43672 0.01
H -3.57832 -1.90762 4.05440 0.00
H -4.25349 -3.98433 3.67849 0.00
H -3.51487 -4.93737 2.46151 0.00
H -2.27011 -3.89440 0.89624 0.00
N -1.67703 -4.77338 -2.59965 0.00
C -0.54398 -5.36786 -2.08506 0.00
C -0.10126 -4.52994 -1.11899 0.00
N -0.95420 -3.43440 -1.03899 0.00
C -1.89162 -3.62036 -1.95324 0.00
H -2.24732 -5.13655 -3.34813 0.00
H -0.16559 -6.30839 -2.44787 0.00
H 0.76659 -4.62513 -0.48938 0.00
H -2.71536 -2.95745 -2.15236 0.00

---

3.
19
Properties=species:S:1:pos:R:3:mulliken_charge:R:1 method="wB97M-V/def2-TZVPD" lumo_energy_ev=-0.162 e_homo_ha=-0.32908 homo_lumo_gap_ev=8.79 mol_weight_g_mol=186.307 max_force_ev_per_a=3.35 e_above_lowest_kj_mol=3.6 energy_ev=-46120.962 total_charge=0
C 1.01766 1.29751 0.74041 -1.57
C 0.90999 -1.31198 0.87690 -1.41
C 0.82834 -0.09304 -1.42260 -1.26
C 0.48168 -0.10162 0.04940 0.83
P -1.47945 -0.07912 0.15918 0.45
S -2.23411 0.04369 1.99399 -0.32
S -1.75011 1.68738 -1.03068 -0.28
S -1.88961 -1.88066 -1.01285 -0.23
H 0.48759 2.06304 0.19222 0.41
H 0.79079 1.44484 1.77678 0.38
H 2.06325 1.18605 0.61261 0.49
H 0.38652 -2.26770 0.90699 0.34
H 0.99117 -0.94573 1.89052 0.40
H 1.97311 -1.37236 0.48070 0.33
H 0.20667 -0.81483 -1.98923 0.36
H 0.30563 0.71724 -1.93135 0.37
H 1.83521 -0.36422 -1.71288 0.38
H -1.83980 2.21199 0.23400 0.20
H -3.08455 -1.42048 -0.81411 0.15

---

4.
13
Properties=species:S:1:pos:R:3:mulliken_charge:R:1 method="wB97M-V/def2-TZVPD" lumo_energy_ev=1.008 e_homo_ha=-0.37223 homo_lumo_gap_ev=11.14 mol_weight_g_mol=81.118 max_force_ev_per_a=1.27 e_above_lowest_kj_mol=341.4 energy_ev=-6784.975 total_charge=0
C -1.37056 -0.49545 0.29724 -1.41
C -0.14535 0.20880 -0.21752 1.32
C 1.05899 0.36760 0.68366 -0.73
C 1.13421 -0.52978 -0.50440 -0.63
C -0.57388 1.13288 -1.53511 -0.37
N -0.43705 1.97946 -0.69992 -0.32
H -1.07974 -1.29730 0.98244 0.37
H -2.01485 0.20007 0.84058 0.35
H -1.94665 -0.92804 -0.52424 0.35
H 0.97172 -0.08607 1.66570 0.24
H 1.60746 1.29992 0.66560 0.29
H 1.09859 -1.60616 -0.36896 0.26
H 1.71634 -0.20110 -1.35757 0.28

---

5.
58
Properties=species:S:1:pos:R:3:mulliken_charge:R:1 method="wB97M-V/def2-TZVPD" lumo_energy_ev=-0.711 e_homo_ha=-0.38002 homo_lumo_gap_ev=9.63 mol_weight_g_mol=568.291 max_force_ev_per_a=8.34 energy_ev=-65775.197 total_charge=0
C -1.70619 2.14503 2.89318 -0.83
C -0.81819 1.60614 1.60649 -0.19
C -0.10275 0.15000 1.84028 -0.17
Cl -1.24080 -1.18332 2.47167 -0.15
C 0.59595 -0.47666 0.45625 0.12
Cl -0.34050 -0.26646 -1.15515 -0.08
C 1.21775 -2.02180 0.60229 -0.31
C 2.42654 -1.65301 1.69615 -0.71
I 3.90812 -3.26498 2.09688 0.04
N 2.99918 -0.28116 1.28117 -0.25
C 2.04308 0.29589 0.26140 0.15
O 2.18676 1.20775 -0.70292 -0.58
H -1.12998 2.92794 3.56033 0.13
H -2.04918 1.28364 3.62119 0.32
H -2.71403 2.59529 2.44209 0.26
H -1.46887 1.69170 0.63769 0.29
H 0.06906 2.39535 1.48468 0.10
H 0.71637 0.31528 2.69271 0.38
H 1.77629 -2.11518 -0.44648 0.33
H 0.44039 -2.84632 0.89518 0.27
H 1.82587 -1.66381 2.72625 0.36
H 3.87974 -0.35688 0.69199 0.40
C 0.91323 5.30996 2.40053 -0.90
C -0.31193 5.32085 3.21722 0.52
N -1.28001 5.32948 3.86249 -0.46
H 1.57969 4.48787 2.68194 0.28
H 0.68818 5.19358 1.33507 0.29
H 1.48153 6.23948 2.51142 0.33
C 4.37334 -6.20810 -0.81487 -0.75
C 3.03352 -5.60692 -0.92256 0.34
N 1.97488 -5.13187 -1.00769 -0.34
H 4.33281 -7.21058 -0.37602 0.26
H 4.85408 -6.30301 -1.79428 0.28
H 5.03736 -5.60615 -0.18559 0.20
C -1.49129 0.96076 -4.16623 -0.49
C -2.44122 0.61782 -5.23775 0.29
N -3.19177 0.34685 -6.08445 -0.42
H -1.68515 0.38596 -3.25452 0.05
H -0.45668 0.75791 -4.46257 0.31
H -1.54910 2.02107 -3.89853 0.31
C -2.03680 6.47311 7.20870 -0.50
C -1.14088 5.87578 8.21302 0.32
N -0.43293 5.40384 9.00657 -0.37
H -3.03514 6.02412 7.23918 0.25
H -2.16137 7.54960 7.36694 0.25
H -1.65227 6.33796 6.19227 0.05
C -1.88457 -2.42350 -8.16091 -0.58
C -0.67334 -3.09164 -8.66554 0.29
N 0.28367 -3.61960 -9.06431 -0.37
H -1.63907 -1.54931 -7.54877 0.11
H -2.52540 -2.07627 -8.97832 0.27
H -2.48752 -3.09427 -7.53979 0.26
C -1.09696 -3.87011 -2.05525 -0.42
C -2.32212 -3.85922 -1.23856 0.36
N -3.29021 -3.85060 -0.59329 -0.44
H -0.43050 -4.69220 -1.77384 0.17
H -1.32201 -3.98649 -3.12071 0.33
H -0.52866 -2.94059 -1.94435 0.02

---

6.
42
Properties=species:S:1:pos:R:3:mulliken_charge:R:1 method="wB97M-V/def2-TZVPD" lumo_energy_ev=-2.123 e_homo_ha=-0.37293 homo_lumo_gap_ev=8.02 mol_weight_g_mol=492.596 max_force_ev_per_a=3.08 e_above_lowest_kj_mol=73.3 energy_ev=-105256.777 total_charge=+1
Cd 3.09459 -11.06282 -20.81866 2.09
Br 5.30673 -11.96678 -21.83437 -0.71
C 4.20180 -7.97644 -20.05741 0.60
O 4.00816 -9.13960 -20.42902 -0.68
N 3.74395 -7.55785 -18.83622 -0.41
N 4.92818 -7.08787 -20.74162 -0.43
H 3.84097 -6.57436 -18.66996 0.18
H 3.24992 -8.22007 -18.27479 0.20
H 4.97907 -6.10677 -20.54094 0.16
H 5.41973 -7.37393 -21.57174 0.24
C 0.25012 -10.66396 -19.58444 0.58
O 1.38751 -10.27859 -19.90777 -0.71
N -0.09527 -10.67684 -18.26734 -0.41
N -0.64449 -11.11896 -20.47844 -0.37
H -0.96693 -10.99638 -17.88297 0.17
H 0.38866 -9.99488 -17.71293 0.25
H -1.57850 -11.41329 -20.27374 0.19
H -0.25995 -11.18165 -21.40770 0.22
C 2.37197 -9.44967 -23.57352 0.44
O 2.38713 -10.18805 -22.58366 -0.46
N 2.82182 -9.81428 -24.80289 -0.39
N 1.92329 -8.16618 -23.52106 -0.40
H 2.95637 -9.10749 -25.49611 0.15
H 2.99612 -10.77551 -25.03190 0.22
H 1.61083 -7.73426 -22.67110 0.22
H 1.76496 -7.64775 -24.36217 0.16
C 1.62503 -13.52876 -21.92668 0.54
O 1.97695 -12.84546 -20.95428 -0.63
N 0.32039 -13.85900 -22.15136 -0.46
N 2.51142 -14.01953 -22.81281 -0.30
H 0.11067 -14.57601 -22.82891 0.19
H -0.29585 -13.98887 -21.36375 0.27
H 3.46988 -13.70193 -22.88717 0.14
H 2.16549 -14.72346 -23.43754 0.17
C 3.70094 -12.31029 -17.62181 0.62
O 3.78941 -11.91227 -18.78864 -0.60
N 4.29862 -13.44452 -17.21524 -0.45
N 2.91772 -11.71500 -16.67537 -0.37
H 4.16972 -13.84043 -16.30817 0.15
H 4.91796 -13.85150 -17.89935 0.26
H 2.44261 -10.87713 -16.93873 0.16
H 2.79341 -12.14721 -15.78375 0.17

---

Copy entry 6 word for word.
42
Properties=species:S:1:pos:R:3:mulliken_charge:R:1 method="wB97M-V/def2-TZVPD" lumo_energy_ev=-2.123 e_homo_ha=-0.37293 homo_lumo_gap_ev=8.02 mol_weight_g_mol=492.596 max_force_ev_per_a=3.08 e_above_lowest_kj_mol=73.3 energy_ev=-105256.777 total_charge=+1
Cd 3.09459 -11.06282 -20.81866 2.09
Br 5.30673 -11.96678 -21.83437 -0.71
C 4.20180 -7.97644 -20.05741 0.60
O 4.00816 -9.13960 -20.42902 -0.68
N 3.74395 -7.55785 -18.83622 -0.41
N 4.92818 -7.08787 -20.74162 -0.43
H 3.84097 -6.57436 -18.66996 0.18
H 3.24992 -8.22007 -18.27479 0.20
H 4.97907 -6.10677 -20.54094 0.16
H 5.41973 -7.37393 -21.57174 0.24
C 0.25012 -10.66396 -19.58444 0.58
O 1.38751 -10.27859 -19.90777 -0.71
N -0.09527 -10.67684 -18.26734 -0.41
N -0.64449 -11.11896 -20.47844 -0.37
H -0.96693 -10.99638 -17.88297 0.17
H 0.38866 -9.99488 -17.71293 0.25
H -1.57850 -11.41329 -20.27374 0.19
H -0.25995 -11.18165 -21.40770 0.22
C 2.37197 -9.44967 -23.57352 0.44
O 2.38713 -10.18805 -22.58366 -0.46
N 2.82182 -9.81428 -24.80289 -0.39
N 1.92329 -8.16618 -23.52106 -0.40
H 2.95637 -9.10749 -25.49611 0.15
H 2.99612 -10.77551 -25.03190 0.22
H 1.61083 -7.73426 -22.67110 0.22
H 1.76496 -7.64775 -24.36217 0.16
C 1.62503 -13.52876 -21.92668 0.54
O 1.97695 -12.84546 -20.95428 -0.63
N 0.32039 -13.85900 -22.15136 -0.46
N 2.51142 -14.01953 -22.81281 -0.30
H 0.11067 -14.57601 -22.82891 0.19
H -0.29585 -13.98887 -21.36375 0.27
H 3.46988 -13.70193 -22.88717 0.14
H 2.16549 -14.72346 -23.43754 0.17
C 3.70094 -12.31029 -17.62181 0.62
O 3.78941 -11.91227 -18.78864 -0.60
N 4.29862 -13.44452 -17.21524 -0.45
N 2.91772 -11.71500 -16.67537 -0.37
H 4.16972 -13.84043 -16.30817 0.15
H 4.91796 -13.85150 -17.89935 0.26
H 2.44261 -10.87713 -16.93873 0.16
H 2.79341 -12.14721 -15.78375 0.17